A molecular structure, C57H59CsN10O3P3SSi at a distorted geometry. Source: OMol25; level of theory: ωB97M-V with the def2-TZVPD basis set.

Summary:
**Gap between HOMO and LUMO**: 5.02 eV
**E_HOMO**: -3.28 eV
**Charge**: -1

Each line ends with the Mulliken charge.
Positions of all 135 atoms, in Å:
Cs -0.492 0.842 -0.987  1.774
C 3.249 2.240 -3.962  -1.581
Si 2.733 1.616 -2.221  0.435
C 3.195 3.129 -1.105  -0.168
C 3.682 4.323 -1.658  -0.212
C 3.964 5.443 -0.889  -0.833
C 3.775 5.409 0.486  -0.864
C 3.293 4.248 1.070  -0.418
C 2.999 3.124 0.293  -0.085
P 2.338 1.601 1.067  0.968
C 1.628 2.237 2.632  0.102
C 0.464 3.006 2.521  -0.469
C -0.180 3.480 3.653  -0.767
C 0.308 3.170 4.917  -0.354
C 1.446 2.386 5.039  -0.780
C 2.106 1.925 3.904  -0.162
C 3.837 0.730 1.654  0.432
C 5.069 1.340 1.875  -0.596
C 6.140 0.607 2.370  -0.681
C 5.993 -0.744 2.653  -0.688
C 4.772 -1.365 2.432  -0.555
C 3.705 -0.631 1.930  0.060
C 4.203 0.434 -1.808  0.352
C 5.507 0.893 -1.597  -0.190
C 6.555 0.033 -1.308  -0.910
C 6.322 -1.335 -1.242  -0.804
C 5.040 -1.825 -1.449  -0.606
C 3.982 -0.949 -1.707  -0.041
P 2.235 -1.506 -1.895  2.387
C 1.955 -1.413 -3.700  0.423
C 3.002 -1.544 -4.609  -0.096
C 2.765 -1.479 -5.976  -0.736
C 1.475 -1.280 -6.448  -0.633
C 0.426 -1.145 -5.549  -0.414
C 0.660 -1.207 -4.183  -0.458
C 2.404 -3.330 -1.652  -0.316
C 2.050 -4.280 -2.610  -1.056
C 2.020 -5.636 -2.296  -0.661
C 2.361 -6.072 -1.025  -0.706
C 2.731 -5.140 -0.061  -0.685
C 2.738 -3.788 -0.370  0.174
H 4.284 2.600 -4.043  0.400
H 2.582 3.048 -4.281  0.318
H 3.128 1.418 -4.675  0.220
H 3.839 4.381 -2.729  0.322
H 4.329 6.345 -1.366  0.389
H 3.990 6.278 1.096  0.412
H 3.133 4.219 2.142  0.508
H 0.041 3.238 1.548  0.604
H -1.076 4.078 3.534  0.428
H -0.205 3.532 5.801  0.352
H 1.830 2.133 6.020  0.372
H 2.998 1.321 4.012  0.412
H 5.193 2.391 1.643  0.339
H 7.095 1.093 2.527  0.387
H 6.832 -1.315 3.033  0.344
H 4.652 -2.423 2.637  0.415
H 2.751 -1.115 1.747  0.043
H 5.701 1.962 -1.653  0.406
H 7.551 0.427 -1.137  0.375
H 7.132 -2.021 -1.025  0.354
H 4.874 -2.892 -1.396  0.414
H 4.013 -1.681 -4.243  0.331
H 3.591 -1.573 -6.671  0.367
H 1.290 -1.219 -7.514  0.352
H -0.581 -0.976 -5.910  0.188
H -0.180 -1.079 -3.506  0.298
H 1.780 -3.958 -3.608  0.390
H 1.732 -6.353 -3.056  0.402
H 2.346 -7.129 -0.786  0.365
H 3.012 -5.466 0.934  0.462
H 3.014 -3.067 0.395  0.140
N -8.879 3.056 1.003  -0.622
C -7.529 3.098 0.611  1.068
C -6.675 2.036 0.909  -0.792
C -5.338 2.098 0.557  -0.222
C -4.835 3.214 -0.093  -0.789
C -5.675 4.270 -0.394  -0.441
C -7.013 4.217 -0.039  -0.736
S -3.115 3.249 -0.545  1.195
O -2.377 3.019 0.691  -0.335
O -2.887 4.512 -1.207  -0.849
N -2.843 1.977 -1.427  0.317
C -3.395 1.788 -2.649  -0.476
N -2.781 0.828 -3.391  0.099
C -3.270 0.621 -4.599  0.245
C -4.371 1.300 -5.107  -0.972
C -4.954 2.215 -4.252  -0.296
N -4.493 2.470 -3.034  -0.438
H -9.244 2.121 1.087  0.233
H -9.481 3.623 0.427  0.227
H -7.065 1.157 1.412  0.297
H -4.680 1.262 0.770  0.321
H -5.271 5.123 -0.924  0.506
H -7.669 5.048 -0.275  0.278
H -2.774 -0.143 -5.191  0.291
H -4.757 1.105 -6.097  0.365
H -5.836 2.775 -4.554  0.397
C -2.544 -5.038 1.195  -0.955
N -2.554 -4.352 -0.078  0.059
C -3.792 -4.009 -0.746  -0.438
C -3.323 -2.925 -1.733  0.295
O -4.036 -2.434 -2.573  -0.676
N -1.987 -2.657 -1.494  -0.078
C -1.620 -3.461 -0.520  -0.169
N -0.395 -3.397 0.028  0.909
H -3.178 -5.921 1.126  0.370
H -2.917 -4.412 2.013  0.299
H -1.540 -5.384 1.439  0.284
H -4.529 -3.591 -0.053  0.266
H -4.233 -4.854 -1.273  0.375
H 0.277 -2.841 -0.485  -0.928
H -0.011 -4.184 0.523  0.320
C -3.720 -1.104 4.458  -1.102
N -3.186 -2.104 3.529  0.143
C -1.866 -2.512 4.018  -1.111
N -0.928 -1.417 4.220  0.229
C -1.541 -0.438 5.118  -0.921
N -2.848 0.044 4.673  0.172
C -2.722 0.861 3.456  -0.639
P -2.001 -0.047 2.008  1.035
C -3.093 -1.543 2.172  0.503
C -0.569 -0.795 2.937  -0.254
H -3.879 -1.595 5.422  0.314
H -4.683 -0.752 4.082  0.437
H -1.427 -3.219 3.310  0.299
H -2.010 -3.019 4.976  0.353
H -0.866 0.412 5.227  0.283
H -1.671 -0.914 6.095  0.273
H -2.095 1.727 3.667  -0.164
H -3.705 1.252 3.179  0.418
H -2.709 -2.311 1.499  -1.405
H -4.099 -1.290 1.821  0.685
H 0.178 -0.018 3.118  -0.208
H -0.098 -1.546 2.295  0.161


11 unconnected molecules or ions with the total composition C57H60F6O9 at a distorted geometry. Source: OMol25; level of theory: ωB97M-V with the def2-TZVPD basis set.

Summary:
**Gap between HOMO and LUMO**: 9.47 eV
**E_HOMO**: -8.95 eV

Each line ends with the Mulliken charge.
Positions of all 132 atoms, in Å:
C -5.935 -0.281 4.068  -0.606
O -5.651 1.085 4.282  -0.402
C -5.195 1.829 3.293  0.780
O -5.106 1.485 2.140  -0.261
O -4.764 2.958 3.769  -0.399
C -3.912 3.695 2.919  -0.730
H -6.828 -0.211 3.447  0.401
H -6.211 -0.710 5.031  0.262
H -5.020 -0.724 3.675  0.080
H -2.962 3.171 2.813  0.222
H -3.613 4.600 3.447  0.354
H -4.426 4.006 2.009  0.322
C 7.067 -0.737 4.158  -0.658
O 5.924 -0.265 3.460  -0.288
C 4.720 -0.444 4.069  0.698
O 4.601 -0.861 5.202  -0.569
O 3.739 -0.304 3.193  -0.208
C 2.436 -0.785 3.556  -0.740
H 6.892 -1.806 4.275  0.296
H 7.087 -0.343 5.174  0.279
H 8.043 -0.610 3.690  0.241
H 1.960 -0.137 4.292  0.406
H 2.522 -1.760 4.036  0.372
H 1.820 -1.034 2.693  0.198
C 1.638 -0.880 -1.604  -0.704
O 0.233 -0.387 -1.601  -0.319
C -0.463 -0.405 -0.499  0.856
O -0.010 -0.733 0.610  -0.590
O -1.742 -0.001 -0.782  -0.302
C -2.687 0.091 0.218  -0.180
H 2.300 -0.253 -1.008  0.332
H 2.105 -0.920 -2.588  0.175
H 1.826 -1.865 -1.176  0.489
H -3.554 0.721 0.018  -0.209
H -2.323 0.527 1.148  0.465
H -3.093 -0.869 0.539  0.109
F -9.369 3.107 -2.994  -0.333
C -8.499 2.447 -2.195  0.540
C -8.209 1.109 -2.557  -0.574
C -7.217 0.449 -1.842  -0.593
C -6.619 1.113 -0.783  -0.302
C -6.990 2.361 -0.404  0.092
C -7.943 3.099 -1.134  -0.698
H -8.865 0.682 -3.301  0.416
H -6.883 -0.495 -2.244  0.376
H -5.880 0.627 -0.163  0.297
H -6.463 2.760 0.450  0.308
H -8.111 4.161 -1.033  0.424
F -3.662 6.256 -0.800  -0.358
C -3.592 5.126 -1.461  0.217
C -2.739 4.068 -0.992  -0.524
C -2.541 2.953 -1.797  0.125
C -3.331 2.767 -2.949  -0.871
C -4.208 3.783 -3.368  -0.488
C -4.382 4.970 -2.572  -0.488
H -2.106 4.355 -0.166  0.553
H -1.813 2.185 -1.579  0.451
H -3.168 1.849 -3.494  0.473
H -4.766 3.660 -4.285  0.423
H -5.083 5.652 -3.030  0.459
F -2.115 0.537 3.679  -0.243
C -2.410 0.008 4.908  0.082
C -1.974 -1.260 5.246  -0.313
C -2.306 -1.899 6.403  -0.454
C -2.925 -1.144 7.403  -0.612
C -3.198 0.227 7.179  -0.610
C -3.006 0.771 5.937  -0.147
H -1.501 -1.808 4.444  0.584
H -2.177 -2.969 6.468  0.574
H -3.105 -1.552 8.387  0.398
H -3.563 0.934 7.909  0.429
H -3.467 1.724 5.726  0.318
F 2.000 5.467 -4.762  -0.338
C 1.621 4.593 -3.816  0.437
C 1.078 3.325 -4.233  -0.965
C 0.726 2.486 -3.218  0.170
C 1.105 2.702 -1.887  -0.219
C 1.618 3.932 -1.531  -0.647
C 1.930 4.913 -2.486  -0.687
H 0.884 3.101 -5.272  0.473
H 0.140 1.618 -3.484  0.567
H 0.898 1.930 -1.161  0.273
H 1.702 4.257 -0.504  0.436
H 2.440 5.770 -2.070  0.449
F 2.294 -2.149 -4.491  -0.184
C 3.404 -2.534 -5.112  0.117
C 3.470 -3.731 -5.852  -0.385
C 4.660 -4.167 -6.404  -0.514
C 5.775 -3.324 -6.379  -0.380
C 5.675 -2.012 -5.845  -0.623
C 4.506 -1.653 -5.124  -0.246
H 2.585 -4.338 -5.973  0.390
H 4.673 -5.034 -7.049  0.348
H 6.683 -3.612 -6.888  0.370
H 6.509 -1.326 -5.819  0.416
H 4.423 -0.676 -4.672  0.637
F 2.987 -5.957 0.693  -0.305
C 3.830 -4.989 0.405  0.159
C 5.037 -5.280 -0.239  -0.319
C 5.903 -4.270 -0.554  -0.484
C 5.571 -3.010 -0.282  -0.738
C 4.378 -2.606 0.321  -0.398
C 3.528 -3.676 0.713  -0.403
H 5.287 -6.309 -0.453  0.421
H 6.852 -4.414 -1.048  0.403
H 6.357 -2.352 -0.624  0.468
H 4.197 -1.579 0.601  0.661
H 2.667 -3.370 1.289  0.526
C 7.220 2.622 -3.721  -0.587
C 8.070 1.509 -3.718  -0.435
C 7.587 0.277 -3.221  -0.483
C 6.302 0.146 -2.839  -0.154
C 5.371 1.170 -3.071  -0.647
C 5.861 2.412 -3.438  -0.356
H 7.575 3.607 -3.985  0.379
H 9.068 1.628 -4.114  0.384
H 8.341 -0.496 -3.219  0.391
H 5.946 -0.807 -2.477  0.573
H 4.344 0.964 -2.807  0.517
H 5.119 3.196 -3.492  0.445
C -3.355 -4.011 3.969  -0.321
C -4.165 -3.401 3.038  -0.427
C -3.738 -3.307 1.754  -0.433
C -2.499 -3.850 1.400  -0.528
C -1.709 -4.532 2.317  -0.550
C -2.120 -4.543 3.692  -0.729
H -3.725 -4.003 4.983  0.467
H -5.098 -2.966 3.363  0.582
H -4.463 -2.866 1.086  0.586
H -2.194 -3.903 0.365  0.412
H -0.826 -5.010 1.918  0.504
H -1.542 -5.021 4.468  0.422


A molecular structure, C57H61Ge2N6O2RbS2Si. Source: OMol25; level of theory: ωB97M-V with the def2-TZVPD basis set.

Summary:
**Gap between HOMO and LUMO**: 5.69 eV
**E_HOMO**: -2.11 eV
**Charge**: -2

Each line ends with the Mulliken charge.
Positions of all 132 atoms, in Å:
Rb -0.828 -0.389 0.675  1.567
S 0.497 1.840 -1.398  0.494
C -0.262 1.811 -2.984  0.376
C 0.626 1.746 -4.100  -0.623
N 1.348 1.700 -4.997  -0.656
C -1.606 1.927 -3.186  0.645
S -2.738 2.173 -1.927  -0.328
C -2.097 1.958 -4.542  -0.118
N -2.512 2.010 -5.613  -0.612
C -4.459 4.055 2.355  -0.732
C -4.318 4.866 1.236  -0.596
C -3.210 4.725 0.410  -0.485
C -2.226 3.785 0.706  0.390
C -2.375 2.975 1.832  -0.354
C -3.491 3.104 2.647  -0.323
Ge -0.618 3.617 -0.397  0.947
C 0.764 3.942 1.001  -0.353
C 0.469 4.876 1.996  -0.259
C 1.392 5.200 2.980  -0.749
C 2.634 4.581 2.998  -0.384
C 2.941 3.640 2.028  -0.510
C 2.016 3.329 1.040  0.420
C -0.353 5.043 -1.721  0.021
C 0.856 5.741 -1.698  -0.224
C 1.140 6.709 -2.650  -0.804
C 0.219 6.995 -3.648  -0.441
C -0.986 6.309 -3.686  -0.893
C -1.269 5.342 -2.729  0.167
H -5.325 4.163 2.998  0.374
H -5.075 5.607 1.002  0.351
H -3.110 5.356 -0.466  0.242
H -1.625 2.240 2.101  0.529
H -3.597 2.457 3.508  0.460
H -0.502 5.359 2.010  0.400
H 1.134 5.923 3.745  0.347
H 3.347 4.813 3.779  0.314
H 3.892 3.123 2.052  0.378
H 2.279 2.576 0.310  -0.398
H 1.588 5.520 -0.930  0.378
H 2.086 7.236 -2.617  0.386
H 0.445 7.741 -4.400  0.348
H -1.704 6.512 -4.471  0.389
H -2.205 4.800 -2.782  0.415
C -6.823 1.894 0.650  -1.349
C -5.760 0.972 1.143  0.815
C -5.609 0.277 2.326  -1.290
C -4.375 -0.399 2.207  0.786
N -3.822 -0.144 1.032  -0.153
N -4.672 0.684 0.408  0.195
C -3.661 -1.258 3.201  -0.816
H -7.813 1.503 0.888  0.379
H -6.756 2.018 -0.431  0.329
H -6.723 2.882 1.102  0.187
H -6.291 0.259 3.160  0.369
H -4.418 1.040 -0.503  -0.019
H -4.264 -1.388 4.100  0.324
H -2.704 -0.799 3.472  0.064
H -3.452 -2.243 2.779  0.101
C 0.368 -1.445 5.326  -0.989
Si 0.288 0.275 4.515  0.270
C 2.087 0.845 4.388  -0.583
C -0.492 1.414 5.823  -1.154
O -0.507 0.255 3.146  0.018
H 0.794 -1.423 6.334  0.372
H 0.978 -2.121 4.719  0.065
H -0.634 -1.880 5.389  0.280
H 2.613 0.754 5.344  0.408
H 2.127 1.890 4.074  -0.123
H 2.631 0.263 3.639  0.083
H -0.034 1.303 6.810  0.369
H -1.561 1.203 5.917  0.273
H -0.391 2.459 5.515  0.261
C 3.973 -1.021 -4.204  -1.037
C 4.366 0.243 -3.456  -0.335
N 5.686 0.128 -2.829  0.493
C 6.832 0.522 -3.635  -0.746
C 7.266 1.949 -3.330  -1.163
C 5.922 -0.518 -1.663  0.224
O 7.053 -0.798 -1.281  -0.718
C 4.729 -0.860 -0.819  0.339
C 4.417 -2.183 -0.536  -0.630
C 3.348 -2.453 0.299  -0.532
C 2.649 -1.383 0.841  -0.650
N 2.943 -0.108 0.590  0.361
C 3.955 0.134 -0.236  -0.387
H 3.053 -0.856 -4.763  0.390
H 3.807 -1.847 -3.512  0.150
H 4.759 -1.311 -4.906  0.356
H 3.615 0.498 -2.712  -0.139
H 4.410 1.086 -4.143  0.386
H 6.549 0.421 -4.685  0.381
H 7.649 -0.170 -3.431  0.458
H 6.450 2.650 -3.510  0.273
H 8.113 2.239 -3.955  0.403
H 7.564 2.027 -2.284  0.296
H 5.012 -2.982 -0.962  0.475
H 3.054 -3.467 0.534  0.229
H 1.822 -1.557 1.520  0.666
H 4.179 1.180 -0.430  0.477
C 0.710 -3.184 -2.514  -1.413
Ge -0.660 -3.222 -1.024  0.337
C 0.431 -4.439 0.211  0.109
C 1.188 -5.522 -0.246  -0.394
C 2.012 -6.253 0.601  -0.662
C 2.097 -5.924 1.949  -0.539
C 1.341 -4.868 2.438  -0.671
C 0.525 -4.145 1.573  -0.370
C -1.858 -4.660 -1.828  -0.489
C -1.925 -4.803 -3.195  -0.255
C -2.781 -5.735 -3.824  -0.772
C -3.586 -6.550 -3.082  -0.843
C -3.579 -6.444 -1.670  1.126
C -4.416 -7.260 -0.866  -0.793
C -4.427 -7.136 0.493  -0.438
C -3.599 -6.177 1.117  -0.811
C -2.779 -5.385 0.364  -0.379
C -2.729 -5.492 -1.051  0.338
H 0.951 -4.171 -2.919  0.370
H 1.626 -2.744 -2.112  -0.014
H 0.382 -2.546 -3.338  0.449
H 1.137 -5.797 -1.294  0.224
H 2.593 -7.082 0.210  0.376
H 2.744 -6.488 2.612  0.332
H 1.391 -4.600 3.487  0.402
H -0.055 -3.319 1.982  0.671
H -1.292 -4.189 -3.825  0.323
H -2.789 -5.805 -4.906  0.398
H -4.238 -7.277 -3.554  0.308
H -5.056 -7.986 -1.358  0.326
H -5.074 -7.764 1.093  0.360
H -3.617 -6.069 2.194  0.413
H -2.147 -4.651 0.846  -0.004


no.,electronic energy (a.u.)
1,-4712.7698
2,-3484.2397
3,-7951.6661